P) ORCA calculation (wB97M-V/def2-TZVPD) on a structure of composition C3H3NS2.

Cartesian coordinates (Å):
C (-1.267, 1.481, 0.045)
C (-1.202, 0.162, -0.054)
C (1.607, -0.669, 0.007)
N (-1.473, 2.644, 0.049)
S (-3.345, -0.680, 0.040)
S (-0.233, -1.191, 0.029)
H (2.147, -1.442, -0.705)
H (2.055, -0.665, 0.916)
H (1.711, 0.361, -0.327)

Output
frontier orbital gap (alpha / beta) = 6.773 / 5.530 eV
molar mass = 117.198 g/mol
HOMO level (alpha / beta) = -0.33149 / -0.30441 Eh

---

Q) ORCA calculation (wB97M-V/def2-TZVPD) on the molecule C3H3NS2.

Cartesian coordinates (Å):
C (-0.391, -0.051, 0.383)
C (0.861, -0.913, 0.318)
C (0.045, 1.345, 0.211)
H (-1.023, 0.464, -1.895)
H (-0.932, -0.135, 1.332)
H (1.658, -0.187, 0.192)
N (0.443, 2.400, -0.019)
S (-1.630, -0.434, -0.993)
S (0.968, -2.489, 0.470)

Output
frontier orbital gap = 8.435 eV
molar mass = 117.198 g/mol
HOMO level = -0.35049 Eh

---

Q) has the most favorable energy; the next structure is 0.1204 hartree above.

---

P) ORCA calculation (wB97M-V/def2-TZVPD) on the molecule C3H3NS2.

Cartesian coordinates (Å):
C (-0.833, -1.467, 0.675)
C (0.673, -1.228, -0.197)
C (0.018, 1.473, -0.207)
N (-1.846, -1.755, 1.169)
S (1.456, -2.622, -0.583)
S (1.261, 0.289, -0.752)
H (0.076, 2.331, -0.852)
H (0.301, 1.890, 0.909)
H (-1.106, 1.089, -0.161)

Output
frontier orbital gap = 8.381 eV
molar mass = 117.198 g/mol
HOMO level = -0.35236 Eh

---

Q) ORCA calculation (wB97M-V/def2-TZVPD) on the molecule C3H3NS2.

Cartesian coordinates (Å):
C (1.202, -0.134, -0.021)
C (-1.144, 1.532, -0.613)
C (-0.696, -1.613, 0.314)
N (0.352, -0.933, 0.158)
S (-2.226, 0.966, 0.426)
S (-2.309, -1.193, -0.347)
H (2.005, -0.219, -0.881)
H (-0.572, 2.475, -0.607)
H (-0.904, -2.496, 1.018)

Output
frontier orbital gap = 7.301 eV
molar mass = 117.198 g/mol
HOMO level = -0.28577 Eh

---

P) has the most favorable energy; the next structure is 0.1318 hartree above.

---

P) ORCA calculation (wB97M-V/def2-TZVPD) on a structure of composition C36H33N4O2TeTi.

Cartesian coordinates (Å):
Ti (0.298, 0.000, 0.101)
C (-2.085, -3.555, 1.569)
O (-2.520, -2.351, 2.268)
C (-1.817, -1.356, 1.749)
N (-0.916, -1.636, 0.876)
C (-0.903, -3.095, 0.682)
C (-1.028, -3.458, -0.777)
C (-2.067, -2.934, -1.541)
C (-2.172, -3.244, -2.887)
C (-1.237, -4.085, -3.480)
C (-0.202, -4.611, -2.722)
C (-0.097, -4.294, -1.374)
C (-2.038, 0.042, 2.102)
C (-2.936, 0.536, 3.002)
C (-3.024, 1.940, 3.166)
C (-2.238, 2.763, 2.391)
C (-1.348, 2.196, 1.477)
N (-1.216, 0.832, 1.352)
C (-0.505, 2.847, 0.535)
N (0.212, 2.106, -0.272)
C (0.747, 3.003, -1.303)
C (0.691, 4.350, -0.573)
O (-0.407, 4.171, 0.367)
C (2.080, 2.553, -1.835)
C (3.000, 1.919, -1.009)
C (4.198, 1.446, -1.522)
C (4.492, 1.614, -2.868)
C (3.582, 2.255, -3.697)
C (2.378, 2.716, -3.183)
H (-2.930, -3.918, 0.986)
H (-1.808, -4.291, 2.319)
H (0.046, -3.482, 1.058)
H (-2.795, -2.270, -1.085)
H (-2.983, -2.833, -3.475)
H (-1.320, -4.331, -4.531)
H (0.530, -5.264, -3.179)
H (0.729, -4.682, -0.789)
H (-3.566, -0.139, 3.563)
H (-3.723, 2.360, 3.875)
H (-2.306, 3.840, 2.466)
H (0.039, 3.019, -2.141)
H (0.457, 5.199, -1.207)
H (1.602, 4.542, -0.002)
H (2.766, 1.780, 0.042)
H (4.903, 0.934, -0.878)
H (5.425, 1.242, -3.270)
H (3.804, 2.387, -4.747)
H (1.658, 3.192, -3.839)
C (-1.275, 0.407, -4.001)
C (-0.337, -0.282, -4.761)
C (0.704, -0.932, -4.132)
C (0.807, -0.892, -2.742)
N (-0.098, -0.203, -2.021)
C (-1.107, 0.424, -2.634)
C (1.839, -1.593, -1.949)
C (2.762, -2.439, -2.561)
C (3.637, -3.186, -1.791)
C (3.574, -3.100, -0.408)
C (2.665, -2.234, 0.188)
C (1.786, -1.435, -0.548)
H (-2.110, 0.921, -4.455)
H (-0.424, -0.313, -5.840)
H (1.434, -1.473, -4.714)
H (-1.796, 0.959, -1.988)
H (2.796, -2.543, -3.638)
H (4.351, -3.846, -2.267)
H (4.234, -3.705, 0.203)
H (2.644, -2.207, 1.274)
C (3.865, 0.182, 2.305)
Te (1.769, 0.178, 2.680)
C (1.698, 2.271, 3.052)
H (4.068, 0.541, 1.301)
H (4.243, -0.829, 2.416)
H (4.328, 0.828, 3.047)
H (2.339, 2.486, 3.903)
H (0.674, 2.550, 3.285)
H (2.041, 2.810, 2.172)

Output
frontier orbital gap (alpha / beta) = 5.927 / 7.887 eV
charge = +1
molar mass = 729.153 g/mol
2S+1 = 3
HOMO level (alpha / beta) = -0.32078 / -0.40120 Eh

---

Q) ORCA calculation (wB97M-V/def2-TZVPD) on a structure of composition C36H33N4O2TeTi.

Cartesian coordinates (Å):
Ti (-0.203, 0.660, 0.408)
C (-3.137, 3.147, -1.939)
O (-2.853, 3.740, -0.634)
C (-1.936, 2.972, -0.074)
N (-1.518, 1.938, -0.724)
C (-2.263, 1.869, -1.988)
C (-1.401, 1.787, -3.225)
C (-0.057, 2.125, -3.222)
C (0.691, 2.040, -4.390)
C (0.096, 1.627, -5.571)
C (-1.255, 1.305, -5.584)
C (-1.998, 1.383, -4.417)
C (-1.413, 3.226, 1.268)
C (-1.842, 4.149, 2.170)
C (-1.275, 4.151, 3.470)
C (-0.338, 3.193, 3.806)
C (0.057, 2.263, 2.852)
N (-0.437, 2.306, 1.563)
C (0.966, 1.165, 3.016)
N (1.129, 0.291, 2.054)
C (2.342, -0.472, 2.402)
C (2.475, -0.196, 3.907)
O (1.727, 1.036, 4.100)
C (2.324, -1.936, 2.042)
C (1.252, -2.534, 1.400)
C (1.296, -3.877, 1.048)
C (2.415, -4.637, 1.350)
C (3.492, -4.047, 2.000)
C (3.450, -2.704, 2.336)
H (-2.854, 3.875, -2.696)
H (-4.206, 2.956, -1.986)
H (-2.874, 0.964, -1.945)
H (0.407, 2.467, -2.310)
H (1.742, 2.304, -4.375)
H (0.678, 1.562, -6.481)
H (-1.729, 0.987, -6.503)
H (-3.047, 1.106, -4.430)
H (-2.613, 4.855, 1.892)
H (-1.596, 4.878, 4.200)
H (0.084, 3.147, 4.801)
H (3.183, -0.013, 1.867)
H (3.493, -0.019, 4.240)
H (2.017, -0.979, 4.513)
H (0.370, -1.956, 1.158)
H (0.454, -4.322, 0.533)
H (2.452, -5.684, 1.078)
H (4.370, -4.633, 2.237)
H (4.306, -2.249, 2.823)
C (3.797, 0.837, -1.137)
C (3.844, -0.339, -1.881)
C (2.695, -1.078, -2.056)
C (1.495, -0.649, -1.490)
N (1.473, 0.475, -0.739)
C (2.595, 1.196, -0.575)
C (0.199, -1.353, -1.626)
C (0.045, -2.389, -2.547)
C (-1.179, -3.018, -2.682)
C (-2.251, -2.604, -1.900)
C (-2.083, -1.577, -0.982)
C (-0.862, -0.919, -0.801)
H (4.673, 1.451, -0.985)
H (4.776, -0.671, -2.319)
H (2.719, -1.996, -2.624)
H (2.501, 2.091, 0.030)
H (0.865, -2.696, -3.184)
H (-1.302, -3.816, -3.401)
H (-3.215, -3.084, -2.012)
H (-2.943, -1.268, -0.397)
C (-4.003, -1.274, 2.079)
Te (-2.272, -0.145, 2.545)
C (-1.387, -1.803, 3.526)
H (-3.736, -2.114, 1.444)
H (-4.721, -0.632, 1.576)
H (-4.421, -1.622, 3.019)
H (-2.021, -2.067, 4.369)
H (-0.400, -1.519, 3.878)
H (-1.306, -2.631, 2.829)

Output
frontier orbital gap (alpha / beta) = 5.903 / 7.731 eV
charge = +1
molar mass = 729.153 g/mol
2S+1 = 3
HOMO level (alpha / beta) = -0.32355 / -0.39677 Eh

---

R) ORCA calculation (wB97M-V/def2-TZVPD) on a structure of composition C36H33N4O2TeTi.

Cartesian coordinates (Å):
Ti (0.270, 0.891, 0.254)
C (-2.762, 3.467, -2.116)
O (-2.252, 4.168, -0.946)
C (-1.456, 3.311, -0.319)
N (-1.256, 2.156, -0.862)
C (-2.022, 2.110, -2.114)
C (-2.887, 0.873, -2.161)
C (-2.995, 0.141, -3.336)
C (-3.743, -1.029, -3.371)
C (-4.385, -1.476, -2.227)
C (-4.290, -0.744, -1.050)
C (-3.544, 0.425, -1.017)
C (-0.910, 3.592, 0.997)
C (-1.186, 4.676, 1.791)
C (-0.793, 4.643, 3.141)
C (-0.256, 3.474, 3.661)
C (-0.007, 2.406, 2.813)
N (-0.223, 2.501, 1.461)
C (0.337, 1.056, 3.171)
N (0.347, 0.133, 2.257)
C (0.784, -1.114, 2.878)
C (0.685, -0.779, 4.380)
O (0.606, 0.678, 4.420)
C (-0.037, -2.296, 2.425)
C (0.552, -3.551, 2.332)
C (-0.192, -4.651, 1.934)
C (-1.535, -4.505, 1.617)
C (-2.129, -3.254, 1.702)
C (-1.384, -2.156, 2.105)
H (-2.532, 4.082, -2.982)
H (-3.840, 3.370, -1.997)
H (-1.330, 2.066, -2.960)
H (-2.483, 0.478, -4.230)
H (-3.821, -1.591, -4.292)
H (-4.965, -2.389, -2.251)
H (-4.799, -1.080, -0.157)
H (-3.468, 0.987, -0.093)
H (-1.732, 5.521, 1.396)
H (-0.991, 5.489, 3.781)
H (-0.061, 3.378, 4.721)
H (1.828, -1.287, 2.589)
H (1.553, -1.074, 4.963)
H (-0.229, -1.167, 4.830)
H (1.605, -3.672, 2.561)
H (0.274, -5.625, 1.870)
H (-2.117, -5.363, 1.307)
H (-3.176, -3.131, 1.457)
H (-1.855, -1.180, 2.173)
C (-0.176, -3.015, -1.793)
C (1.094, -3.551, -1.631)
C (2.092, -2.785, -1.059)
C (1.816, -1.484, -0.635)
N (0.569, -0.985, -0.791)
C (-0.389, -1.723, -1.363)
C (2.820, -0.581, -0.009)
C (4.155, -0.984, 0.106)
C (5.090, -0.129, 0.661)
C (4.690, 1.130, 1.098)
C (3.367, 1.524, 0.976)
C (2.395, 0.693, 0.414)
H (-0.984, -3.579, -2.235)
H (1.307, -4.564, -1.945)
H (3.080, -3.197, -0.925)
H (-1.367, -1.262, -1.460)
H (4.484, -1.956, -0.236)
H (6.123, -0.437, 0.750)
H (5.417, 1.802, 1.537)
H (3.089, 2.514, 1.330)
C (0.882, 0.621, -3.915)
Te (1.538, 2.056, -2.477)
C (3.583, 1.518, -2.602)
H (0.069, 0.026, -3.506)
H (1.726, -0.034, -4.120)
H (0.569, 1.107, -4.835)
H (3.924, 1.699, -3.617)
H (3.704, 0.476, -2.319)
H (4.136, 2.144, -1.907)

Output
frontier orbital gap (alpha / beta) = 6.023 / 7.280 eV
charge = +1
molar mass = 729.153 g/mol
2S+1 = 3
HOMO level (alpha / beta) = -0.32001 / -0.37835 Eh

---

P) has the most favorable energy; the next structure is 0.0181 hartree above.

---

P) ORCA calculation (wB97M-V/def2-TZVPD) on a cluster of 2 separate species, C5H14NO2 in total.

Cartesian coordinates (Å):
C (-0.986, -1.225, -0.107)
O (-0.644, -2.143, -1.094)
C (0.308, -0.290, 0.141)
C (0.351, 0.596, 1.335)
C (-0.764, 1.589, 1.652)
C (-0.591, 2.886, 1.505)
N (1.569, -1.242, 0.273)
H (-1.754, -0.532, -0.408)
H (-1.194, -1.874, 0.719)
H (-0.551, -1.851, -2.012)
H (0.444, 0.180, -0.814)
H (1.338, 1.073, 1.400)
H (0.336, -0.119, 2.197)
H (-1.681, 1.099, 1.979)
H (0.390, 3.277, 1.194)
H (-1.115, 3.767, 1.896)
H (2.083, -1.111, 1.143)
H (1.237, -2.215, 0.277)
H (2.243, -1.192, -0.499)
H (-0.239, -1.014, -3.561)
H (-0.562, 0.445, -3.963)
O (-0.217, -0.103, -3.252)

Output
frontier orbital gap = 10.195 eV
charge = +1
molar mass = 120.172 g/mol
HOMO level = -0.49492 Eh

---

Q) ORCA calculation (wB97M-V/def2-TZVPD) on a cluster of 2 separate species, C5H14NO2 in total.

Cartesian coordinates (Å):
C (-0.446, -1.188, -0.016)
C (3.282, 0.015, -0.702)
C (-3.854, 0.139, -0.186)
C (-0.054, 1.444, 0.480)
C (-1.539, -0.216, -0.056)
N (2.565, -0.712, 0.416)
O (-2.670, -0.660, -0.336)
O (-1.387, 1.051, 0.290)
H (0.104, -1.155, 0.916)
H (-0.839, -2.250, -0.105)
H (0.379, -1.031, -0.753)
H (4.249, 0.322, -0.411)
H (3.247, -0.506, -1.599)
H (2.875, 0.949, -0.850)
H (-4.614, -0.572, 0.137)
H (-4.055, 0.500, -1.186)
H (-3.539, 0.927, 0.571)
H (-0.151, 2.238, 1.343)
H (0.273, 1.986, -0.410)
H (0.648, 0.651, 0.744)
H (2.883, -1.725, 0.493)
H (2.643, -0.205, 1.219)

Output
frontier orbital gap = 9.043 eV
charge = +1
molar mass = 120.172 g/mol
HOMO level = -0.47056 Eh

---

R) ORCA calculation (wB97M-V/def2-TZVPD) on a cluster of 3 separate species, C5H14NO2 in total.

Cartesian coordinates (Å):
C (3.318, -0.837, 0.187)
C (2.383, 0.318, 0.018)
C (0.859, 0.192, 0.419)
C (-0.020, 1.087, -0.083)
N (-1.389, 1.171, 0.349)
C (-2.236, 0.902, -0.570)
H (4.311, -0.575, 0.306)
H (3.392, -1.508, -0.674)
H (3.138, -1.532, 1.027)
H (2.451, 0.471, -1.057)
H (2.751, 1.116, 0.722)
H (0.605, -0.678, 0.926)
H (0.304, 1.850, -0.618)
H (-1.583, 1.565, 1.309)
H (-1.908, 0.686, -1.527)
H (-3.370, 0.794, -0.624)
H (-4.109, 3.683, 0.817)
H (-4.744, 2.308, 1.330)
O (-4.001, 2.715, 0.792)
H (0.690, -4.359, -1.014)
H (1.523, -5.428, -0.383)
O (1.557, -4.786, -1.142)

Output
frontier orbital gap = 8.856 eV
charge = +1
molar mass = 120.172 g/mol
HOMO level = -0.50489 Eh

---

S) ORCA calculation (wB97M-V/def2-TZVPD) on a structure of composition C5H14NO2.

Cartesian coordinates (Å):
C (-2.833, -1.035, 0.176)
C (2.325, 0.070, 0.573)
C (0.509, 1.319, 1.574)
C (0.793, 1.683, -0.671)
C (-1.381, -1.438, 0.581)
N (1.153, 0.971, 0.555)
O (-1.295, -2.777, 0.557)
O (-0.522, -0.683, 0.916)
H (-3.058, -1.703, -0.588)
H (-2.925, -0.078, -0.298)
H (-3.519, -0.975, 1.068)
H (1.941, -0.853, 0.062)
H (3.298, 0.539, 0.208)
H (2.356, -0.156, 1.656)
H (0.576, -0.530, -3.652)
H (0.719, 0.973, 2.589)
H (-0.475, 2.010, 1.474)
H (-0.256, 1.861, -0.616)
H (1.373, 2.648, -0.685)
H (1.027, 1.192, -1.530)
H (0.725, 0.075, -4.139)
H (-0.529, -3.113, 0.190)

Output
frontier orbital gap = 10.478 eV
charge = +1
molar mass = 120.172 g/mol
HOMO level = -0.53485 Eh

---

P) has the most favorable energy; the next structure is 0.0253 hartree above.